Entry one
The following is a quantum chemistry calculation of a cluster of 2 separate species, C4H6N2O3S in total, from the OMol25 dataset.

The molecular weight comes out at 162.17 g/mol. The calculation puts the lowest unoccupied orbital energy (alpha / beta) at -1.401 / -1.403 eV. The HOMO energy (alpha / beta) is -8.63 / -8.63 eV. Its HOMO-LUMO gap (alpha / beta) is 7.2 / 7.2 eV.

Geometry (Å):
C  1.10  0.86  -0.45
C  2.44  0.61  -0.48
C  1.50  -1.20  0.47
C  0.54  -0.27  0.20
N  2.69  -0.66  0.08
N  -3.16  1.55  0.51
O  -1.24  -1.97  0.91
O  -1.68  -0.42  -0.96
O  -3.55  0.86  -0.40
S  -1.24  -0.56  0.55
H  0.69  1.57  -0.98
H  3.24  1.18  -0.85
H  1.55  -2.15  1.01
H  3.54  -1.19  -0.01
H  -3.87  1.64  1.42
H  -2.54  0.15  -1.01

natural (NBO) atomic charge list, values in e, 5 entries:
1. C -0.29
2. C -0.06
3. C -0.04
4. C -0.35
5. N -0.51

=====

Entry two
The following is a quantum chemistry calculation of an isolated molecule of C4H6N2O3S, from the OMol25 dataset.

The molecular weight comes out at 162.17 g/mol. The calculation puts the lowest unoccupied orbital energy (alpha / beta) at -0.932 / -0.933 eV. The HOMO energy (alpha / beta) is -8.49 / -8.49 eV. Its HOMO-LUMO gap (alpha / beta) is 7.6 / 7.6 eV.

Geometry (Å):
C  0.83  1.77  -1.57
C  0.67  0.84  -0.59
C  -0.33  -1.68  1.04
C  1.00  -1.05  1.21
N  0.17  2.29  -2.58
N  -1.85  1.94  -1.56
O  -3.05  2.03  -1.53
O  -1.17  2.36  -2.70
O  -0.32  -2.91  1.74
S  0.89  0.80  1.00
H  1.85  2.00  -1.70
H  -0.58  -1.94  0.03
H  -1.08  -1.10  1.75
H  1.86  -1.40  0.61
H  1.06  -1.21  2.34
H  0.05  -2.75  2.55

natural (NBO) atomic charge list, values in e, 5 entries:
1. C -0.11
2. C -0.28
3. C -0.09
4. C -0.53
5. N -0.17

=====

Sorted by energy, starting with the most stable: entry one, entry two.

=====

Entry one
The following is a quantum chemistry calculation of an isolated molecule of C6H4FN, from the OMol25 dataset.

The molecular weight comes out at 109.10 g/mol. The calculation puts the lowest unoccupied orbital energy at 0.733 eV. The HOMO energy is -10.12 eV. Its HOMO-LUMO gap is 10.9 eV.

Geometry (Å):
C  0.17  1.15  -0.48
C  -0.44  0.33  0.52
C  -1.13  -0.83  0.08
C  -1.90  -1.65  -0.40
C  1.12  0.56  0.58
C  1.85  -0.53  0.01
H  0.10  0.61  -1.39
H  -0.98  0.85  1.21
H  -2.49  -2.60  -0.48
H  1.59  0.99  1.65
N  2.43  -1.27  -0.69
F  -0.33  2.38  -0.62

natural (NBO) atomic charge list, values in e, 5 entries:
1. C 0.25
2. C -0.32
3. C -0.03
4. C -0.21
5. C -0.36

=====

Entry two
The following is a quantum chemistry calculation of an isolated molecule of C6H4FN, from the OMol25 dataset.

The molecular weight comes out at 109.10 g/mol. The calculation puts the lowest unoccupied orbital energy (alpha / beta) at -0.717 / -1.491 eV. The HOMO energy (alpha / beta) is -8.96 / -8.34 eV. Its HOMO-LUMO gap (alpha / beta) is 8.2 / 6.9 eV.

Geometry (Å):
C  1.18  -1.90  -0.05
C  2.29  -1.08  0.06
C  -0.03  -1.36  0.02
C  -0.13  0.21  -0.02
C  0.87  1.03  0.08
C  -1.60  0.65  0.02
N  2.92  -0.07  -0.02
F  1.26  2.25  0.01
H  -0.99  -1.69  -0.27
H  -1.92  0.16  0.95
H  -2.02  0.15  -0.88
H  -1.84  1.66  0.11

natural (NBO) atomic charge list, values in e, 5 entries:
1. C -0.16
2. C 0.29
3. C -0.22
4. C -0.24
5. C 0.64

=====

Sorted by energy, starting with the most stable: entry one, entry two.

=====

Entry one
The following is a quantum chemistry calculation of a cluster of 2 separate species, C3H11N3O in total, from the OMol25 dataset.

The molecular weight comes out at 105.14 g/mol. The calculation puts the lowest unoccupied orbital energy at 0.956 eV. The HOMO energy is -7.12 eV. Its HOMO-LUMO gap is 8.1 eV.

Geometry (Å):
C  -0.58  -0.26  -0.74
C  -0.48  0.18  -2.20
N  -1.93  -0.54  -0.25
H  -2.38  -1.30  -0.76
H  -2.52  0.28  -0.37
H  -0.02  -1.20  -0.64
H  -0.57  1.53  -0.10
H  -0.96  -0.54  -2.88
H  0.56  0.30  -2.51
H  -0.98  1.15  -2.35
N  1.52  0.29  1.52
N  1.69  -0.90  2.24
C  0.30  0.58  1.01
O  0.20  1.84  0.55
H  2.31  0.77  1.11
H  2.28  -1.55  1.73
H  2.10  -0.70  3.15
H  -0.53  0.07  1.49

natural (NBO) atomic charge list, values in e, 5 entries:
1. C -0.29
2. C -0.65
3. N -0.87
4. H 0.35
5. H 0.34

=====

Entry two
The following is a quantum chemistry calculation of a cluster of 2 separate species, C3H11N3O in total, from the OMol25 dataset.

The molecular weight comes out at 105.14 g/mol. The calculation puts the lowest unoccupied orbital energy at 0.756 eV. The HOMO energy is -8.98 eV. Its HOMO-LUMO gap is 9.7 eV.

Geometry (Å):
C  -0.89  1.43  -1.30
N  -0.98  -0.80  -0.39
C  -1.42  0.48  -0.27
O  -1.60  -1.74  0.46
N  -2.17  0.74  0.74
H  -2.12  -1.18  1.05
H  -0.84  -1.20  -1.31
H  -2.41  1.71  0.86
H  -0.70  2.40  -0.86
H  -1.64  1.56  -2.09
H  0.03  1.05  -1.75
C  2.52  -0.69  0.30
N  1.71  -0.42  1.48
H  1.29  -1.28  1.81
H  0.95  0.21  1.25
H  3.32  -1.38  0.58
H  2.97  0.25  -0.02
H  1.96  -1.12  -0.54

natural (NBO) atomic charge list, values in e, 5 entries:
1. C -0.69
2. N -0.32
3. C 0.41
4. O -0.57
5. N -0.78

=====

Entry three
The following is a quantum chemistry calculation of a cluster of 2 separate species, C3H11N3O in total, from the OMol25 dataset.

The molecular weight comes out at 105.14 g/mol. The calculation puts the lowest unoccupied orbital energy at 0.731 eV. The HOMO energy is -7.87 eV. Its HOMO-LUMO gap is 8.6 eV.

Geometry (Å):
C  2.80  -0.98  -0.11
C  1.80  1.11  0.85
C  -3.48  0.44  0.23
N  1.17  0.13  -1.32
N  -1.97  -0.79  -1.11
N  1.80  0.16  -0.30
O  -2.57  -0.59  0.22
H  2.24  -1.79  0.17
H  3.26  -1.12  -1.05
H  3.47  -0.65  0.70
H  1.60  0.37  1.59
H  2.89  1.45  1.00
H  1.19  1.97  0.70
H  -3.13  1.38  -0.29
H  -3.75  0.77  1.21
H  -4.38  0.13  -0.20
H  -1.11  -0.21  -1.10
H  -1.86  -1.79  -1.18

natural (NBO) atomic charge list, values in e, 5 entries:
1. C -0.46
2. C -0.46
3. C -0.24
4. N -0.29
5. N -0.55

=====

Entry four
The following is a quantum chemistry calculation of a cluster of 2 separate species, C3H11N3O in total, from the OMol25 dataset.

The molecular weight comes out at 105.14 g/mol. The calculation puts the lowest unoccupied orbital energy at 0.706 eV. The HOMO energy is -9.09 eV. Its HOMO-LUMO gap is 9.8 eV.

Geometry (Å):
C  -2.00  1.48  -1.72
C  -1.03  0.61  -0.90
N  -0.18  1.35  0.01
C  0.76  0.52  0.67
N  0.33  -0.21  1.80
N  1.88  0.32  0.11
H  -2.35  2.39  -1.19
H  -2.88  0.98  -2.15
H  -1.42  1.91  -2.59
H  -1.44  -0.29  -0.38
H  -0.30  0.16  -1.59
H  0.30  2.25  -0.18
H  -0.39  0.18  2.38
H  1.09  -0.63  2.33
H  2.61  0.15  0.80
H  0.61  -2.43  -0.07
H  -0.19  -3.39  0.77
O  0.48  -3.38  0.05

natural (NBO) atomic charge list, values in e, 5 entries:
1. C -0.63
2. C -0.22
3. N -0.69
4. C 0.59
5. N -0.85

=====

Sorted by energy, starting with the most stable: entry four, entry two, entry one, entry three.